Entry 1:
The following is a quantum chemistry calculation of a molecular structure, C42H43KN7O4P2S, from the OMol25 dataset.

Properties
Gap between HOMO and LUMO ... 8.07 eV
E_LUMO ... -0.09100 Eh
Total charge ... +1

Each line ends with the Mulliken charge.
CARTESIAN COORDINATES (ANGSTROEM)
K: 0.087 0.024 -1.341  1.524
N: -1.853 -1.141 1.035  -0.368
P: -0.344 -0.790 1.761  0.714
C: -0.566 -1.431 3.455  0.373
C: -1.222 -2.647 3.647  -0.361
C: -1.332 -3.191 4.918  -0.630
C: -0.776 -2.533 6.006  -0.512
C: -0.110 -1.331 5.820  -0.612
C: -0.005 -0.782 4.551  -0.733
C: -0.465 1.011 2.053  -0.111
C: 0.575 1.801 1.567  0.366
C: 0.517 3.187 1.664  -0.568
C: -0.584 3.790 2.251  -0.745
C: -1.616 3.008 2.762  -0.864
C: -1.555 1.628 2.666  -0.208
P: -1.942 -2.188 -0.310  -0.293
C: -2.968 -3.578 0.274  0.559
C: -4.067 -3.410 1.118  -0.231
C: -4.810 -4.502 1.528  -0.780
C: -4.469 -5.778 1.091  -0.520
C: -3.384 -5.955 0.250  -0.567
C: -2.632 -4.857 -0.152  -0.462
C: -3.103 -1.300 -1.418  1.207
C: -2.914 -1.464 -2.788  -0.469
C: -3.709 -0.787 -3.702  -0.606
C: -4.698 0.074 -3.251  -0.822
C: -4.895 0.247 -1.887  -0.670
C: -4.103 -0.436 -0.978  -0.382
H: -2.695 -0.953 1.569  0.318
H: -1.655 -3.174 2.805  0.216
H: -1.848 -4.132 5.056  0.436
H: -0.861 -2.958 6.998  0.385
H: 0.328 -0.816 6.665  0.408
H: 0.517 0.159 4.418  0.361
H: 1.449 1.319 1.136  0.292
H: 1.330 3.793 1.285  0.485
H: -0.636 4.868 2.327  0.412
H: -2.463 3.480 3.242  0.468
H: -2.354 1.026 3.085  0.453
H: -4.357 -2.421 1.458  0.158
H: -5.658 -4.362 2.184  0.433
H: -5.051 -6.631 1.410  0.405
H: -3.114 -6.947 -0.088  0.420
H: -1.770 -4.999 -0.794  0.367
H: -2.133 -2.127 -3.147  0.377
H: -3.549 -0.929 -4.764  0.490
H: -5.319 0.609 -3.958  0.424
H: -5.665 0.920 -1.533  0.474
H: -4.265 -0.276 0.081  0.192
N: -1.621 2.273 -4.357  -0.042
C: -0.916 1.170 -4.822  0.487
C: -0.921 0.950 -6.209  -0.869
C: -0.234 -0.127 -6.715  -0.523
C: 0.442 -0.975 -5.841  -0.953
C: 0.395 -0.670 -4.500  -0.224
N: -0.255 0.383 -3.987  0.272
C: -2.138 2.612 -3.111  0.371
C: -3.032 3.696 -3.086  -0.802
C: -3.581 4.082 -1.887  -0.715
C: -3.242 3.380 -0.733  -0.908
C: -2.363 2.330 -0.861  -0.527
N: -1.802 1.944 -2.017  0.798
H: -2.009 2.829 -5.102  0.147
H: -1.469 1.615 -6.864  0.395
H: -0.228 -0.313 -7.780  0.434
H: 0.986 -1.839 -6.194  0.440
H: 0.900 -1.310 -3.780  0.293
H: -3.283 4.215 -4.002  0.419
H: -4.269 4.916 -1.848  0.427
H: -3.647 3.640 0.234  0.551
H: -2.090 1.747 0.011  0.463
C: 4.321 2.791 3.916  -1.128
C: 5.358 2.278 2.925  -0.452
S: 4.999 0.577 2.521  0.979
O: 5.228 -0.223 3.689  -0.695
O: 3.706 0.537 1.874  -0.406
C: 6.247 0.129 1.315  -0.804
C: 6.080 0.721 -0.082  -1.176
N: 4.962 0.146 -0.821  0.301
C: 3.769 0.752 -1.025  0.879
N: 2.863 -0.090 -1.488  -0.170
C: 3.490 -1.289 -1.632  -0.642
C: 4.781 -1.164 -1.218  -0.347
N: 5.809 -2.152 -1.263  1.011
O: 6.940 -1.811 -0.955  -0.609
O: 5.485 -3.258 -1.634  -0.606
C: 3.508 2.193 -0.764  -1.227
H: 4.544 3.824 4.175  0.407
H: 4.336 2.196 4.828  0.348
H: 3.320 2.746 3.488  0.153
H: 6.364 2.290 3.344  0.469
H: 5.351 2.851 1.997  0.317
H: 6.220 -0.961 1.297  0.429
H: 7.212 0.411 1.736  0.571
H: 6.998 0.556 -0.641  0.406
H: 5.905 1.795 -0.035  0.493
H: 3.011 -2.177 -2.006  0.618
H: 4.273 2.829 -1.208  0.556
H: 3.454 2.381 0.308  -0.024
H: 2.553 2.457 -1.214  0.212

***

Entry 2:
The following is a quantum chemistry calculation of a molecular structure, C54H26F5I4IrN7OSe at a distorted geometry, from the OMol25 dataset.

Properties
Spin multiplicity ... 2
Gap between HOMO and LUMO (spin up / spin down) ... 4.97 / 5.65 eV
E_LUMO (spin up / spin down) ... -0.07048 / -0.07001 Eh

Each line ends with the Mulliken charge.
CARTESIAN COORDINATES (ANGSTROEM)
Ir: 0.125 -0.115 0.452  0.580
I: -8.648 -4.316 -0.672  0.107
C: -6.746 -3.494 -0.438  -0.109
C: -5.706 -3.919 -1.250  -0.713
C: -4.442 -3.373 -1.083  0.017
C: -4.202 -2.400 -0.116  -0.432
C: -5.263 -1.982 0.685  -0.111
C: -6.529 -2.524 0.531  -0.723
C: -2.846 -1.812 0.038  0.368
C: -2.301 -1.102 -1.025  0.388
C: -3.138 -0.508 -2.078  -1.616
C: -2.773 0.640 -2.681  -1.847
C: -1.398 1.070 -2.480  -0.095
C: -0.801 2.214 -2.138  1.943
C: -1.620 3.453 -2.151  -0.295
C: -1.257 4.565 -2.907  -0.127
C: -2.047 5.702 -2.907  -0.807
C: -3.202 5.741 -2.139  -0.157
I: -4.386 7.456 -2.134  0.095
C: -3.572 4.647 -1.373  -0.782
C: -2.783 3.507 -1.386  -0.248
C: 0.583 2.244 -1.648  0.071
N: 1.005 1.519 -0.589  -0.062
C: 2.303 1.934 -0.336  0.387
C: 3.012 1.633 0.826  1.531
C: 4.412 2.127 0.938  -0.563
C: 4.716 3.484 0.958  -0.319
C: 6.031 3.908 1.076  -0.729
C: 7.047 2.968 1.167  -0.071
I: 9.027 3.602 1.341  0.095
C: 6.758 1.612 1.148  -0.690
C: 5.440 1.195 1.041  -0.193
C: 2.519 0.966 1.952  0.677
C: 3.118 0.992 3.248  -1.558
C: 2.264 0.365 4.100  -1.464
C: 1.151 -0.078 3.320  0.568
N: 1.305 0.323 2.033  -0.099
C: 0.086 -0.886 3.797  1.316
C: -0.913 -1.428 3.030  0.440
C: -1.954 -2.315 3.500  -1.355
C: -2.731 -2.619 2.441  -1.506
C: -2.190 -1.913 1.299  0.967
N: -1.076 -1.249 1.666  -0.187
C: 0.057 -1.174 5.258  -0.688
C: 1.029 -1.985 5.839  -0.234
C: 0.996 -2.266 7.196  -0.693
C: -0.013 -1.727 7.982  -0.054
I: -0.066 -2.146 10.025  0.104
C: -0.986 -0.917 7.420  -0.703
C: -0.948 -0.647 6.060  -0.122
C: 2.702 2.866 -1.333  -1.515
C: 1.612 3.092 -2.125  -1.127
N: -0.992 -0.787 -0.919  0.020
H: -5.875 -4.676 -2.004  0.402
H: -3.625 -3.712 -1.709  0.512
H: -5.098 -1.214 1.431  0.566
H: -7.343 -2.185 1.156  0.385
H: -4.130 -0.915 -2.196  0.629
H: -3.455 1.245 -3.261  0.674
H: -0.376 4.539 -3.531  0.400
H: -1.765 6.553 -3.511  0.389
H: -4.466 4.679 -0.765  0.408
H: -3.058 2.662 -0.767  0.469
H: 3.917 4.213 0.908  0.592
H: 6.261 4.964 1.100  0.394
H: 7.553 0.882 1.216  0.396
H: 5.200 0.139 1.014  0.537
H: 4.059 1.457 3.487  0.503
H: 2.381 0.228 5.161  0.546
H: -2.056 -2.660 4.515  0.537
H: -3.590 -3.268 2.418  0.622
H: 1.810 -2.410 5.221  0.554
H: 1.750 -2.903 7.636  0.378
H: -1.770 -0.496 8.035  0.383
H: -1.705 -0.011 5.617  0.510
H: 3.681 3.302 -1.426  0.675
H: 1.549 3.743 -2.979  0.510
N: -0.391 -2.210 -3.145  -0.137
C: -0.461 -0.925 -3.496  0.390
O: -0.577 -0.081 -2.413  0.927
C: -0.383 -0.447 -4.776  1.308
C: -0.497 0.920 -5.152  -0.069
N: -0.592 2.011 -5.502  -0.663
C: -0.145 -1.429 -5.781  -1.024
N: 0.104 -2.268 -6.527  -0.592
H: -0.087 -2.865 -3.852  0.410
H: -0.165 -2.424 -2.184  0.195
F: 2.990 -3.342 -5.828  -0.365
C: 2.816 -2.959 -4.570  0.595
C: 2.785 -1.613 -4.243  0.017
F: 2.909 -0.694 -5.200  -0.407
C: 2.616 -1.232 -2.923  0.532
F: 2.566 0.079 -2.663  -0.116
C: 2.461 -2.149 -1.890  -0.746
Se: 2.254 -1.626 -0.061  0.000
C: 2.490 -3.493 -2.253  0.412
F: 2.321 -4.445 -1.331  -0.367
C: 2.669 -3.903 -3.564  0.368
F: 2.695 -5.202 -3.867  -0.319

***

Entry 3:
The following is a quantum chemistry calculation of 2 unconnected molecules or ions with the total composition C4H10N3 at a distorted geometry, from the OMol25 dataset.

Properties
Gap between HOMO and LUMO ... 8.55 eV
E_LUMO ... -0.12376 Eh
Total charge ... +1

Each line ends with the Mulliken charge.
CARTESIAN COORDINATES (ANGSTROEM)
C: -1.953 0.248 0.532  -1.008
C: -2.861 -0.304 -0.278  0.530
C: 0.996 -1.314 0.140  -0.653
C: 1.011 1.177 0.378  -0.196
N: -1.066 1.277 0.242  -0.533
N: -3.637 -0.965 -0.853  -0.314
N: 1.271 0.085 -0.366  -0.190
H: -1.853 -0.196 1.434  0.532
H: -0.058 -1.259 0.111  0.290
H: 1.446 -2.014 -0.560  0.309
H: 1.378 -1.345 1.178  0.251
H: 1.064 0.938 1.463  0.265
H: 1.213 2.128 -0.021  0.368
H: -1.279 1.767 -0.725  0.360
H: -4.693 -0.909 -1.079  0.344
H: -1.389 2.060 0.878  0.336
H: 1.400 0.100 -1.447  0.309

***

Entry 4:
The following is a quantum chemistry calculation of 4 unconnected molecules or ions with the total composition C2H13NO3S at a distorted geometry, from the OMol25 dataset.

Properties
Spin multiplicity ... 2
Gap between HOMO and LUMO (spin up / spin down) ... 10.16 / 4.80 eV
E_LUMO (spin up / spin down) ... -0.15219 / -0.34910 Eh
Total charge ... +1

Each line ends with the Mulliken charge.
CARTESIAN COORDINATES (ANGSTROEM)
C: 0.357 -0.410 -0.004  -0.746
C: 1.013 0.615 -0.899  -0.464
S: 0.468 0.060 -2.586  0.206
N: 0.801 -0.547 1.386  -0.649
H: -0.682 -0.116 0.176  0.242
H: 0.357 -1.355 -0.491  0.564
H: 0.734 1.636 -0.692  0.477
H: 2.137 0.501 -0.911  0.424
H: -0.767 0.543 -2.654  0.274
H: 0.335 -1.294 1.913  0.316
H: 1.735 -0.964 1.235  0.275
H: -2.025 -0.507 1.916  0.297
H: -2.913 -0.257 3.220  0.308
O: -2.079 -0.607 2.874  -0.615
H: 1.827 1.302 1.769  0.357
H: 2.698 2.196 2.636  0.327
O: 2.315 2.123 1.745  -0.636
H: -2.162 -1.519 -0.086  0.361
H: -2.435 -1.378 -1.633  0.289
O: -2.755 -1.160 -0.783  -0.608

***

Entry 5:
The following is a quantum chemistry calculation of a single C2H5FSi molecule at a distorted geometry, from the OMol25 dataset.

Properties
Spin multiplicity ... 3
Gap between HOMO and LUMO (spin up / spin down) ... 6.88 / 8.72 eV
E_LUMO (spin up / spin down) ... 0.03647 / -0.09328 Eh

Each line ends with the Mulliken charge.
CARTESIAN COORDINATES (ANGSTROEM)
C: -1.107 -0.961 0.538  -0.783
C: -0.549 -0.038 -0.242  0.329
F: -1.501 0.642 -1.165  -0.286
Si: 1.239 0.682 -0.303  0.408
H: -0.527 -1.434 1.328  0.301
H: -2.210 -1.278 0.489  0.301
H: 1.309 0.115 1.090  -0.114
H: 2.085 0.125 -1.357  -0.082
H: 1.262 2.146 -0.378  -0.074

***

Looking at ΔE to the lowest compared entry with this formula, charge and spin for the records above, in order, we have 0.00, 349.71, 396.63, 82.13, 83.03 kJ/mol.
Looking at E for the records above, in order, we have -3991.201457, -6727.646065, -322.309506, -762.273432, -468.326780 a.u..